DFT (ωB97M-V with the def2-TZVPD basis set) results for a cluster of 2 separate species, C23H23 in total in a non-equilibrium geometry.

Geometry as XYZ:
```
46
Properties=species:S:1:pos:R:3:forces:R:3:lowdin_charge:R:1
C -0.6667 -0.7229 3.7942 -0.063 0.456 -0.140 -0.016
C -0.5660 -1.6595 2.6228 0.617 -0.271 0.310 -0.197
C 0.5233 -2.5129 2.6251 -0.382 -1.041 0.869 0.006
C -1.5880 -1.6838 1.5801 -0.367 0.307 -0.365 -0.165
C -2.6494 -0.7351 1.5539 0.036 -0.158 -0.206 -0.004
C -3.5577 -0.7106 0.4956 0.008 -0.435 -0.058 -0.054
C -3.4557 -1.6541 -0.5333 0.491 0.062 0.755 -0.051
C -2.4351 -2.6108 -0.5065 -0.117 -0.148 0.007 -0.058
C -1.5105 -2.6334 0.5341 -0.186 0.159 -0.205 -0.014
H -1.4555 0.0074 3.6406 0.129 0.040 0.275 0.061
H -0.8324 -1.2217 4.7623 -0.058 -0.132 -0.511 0.112
H 0.2781 -0.1816 3.9048 0.009 -0.015 -0.067 0.093
H 0.4575 -3.4410 2.0464 0.003 0.395 0.422 0.089
H 1.0348 -2.5619 3.5948 -0.239 -0.214 -0.384 0.109
H -2.7946 -0.0077 2.3567 0.183 -0.332 -0.355 0.106
H -4.3932 -0.0058 0.4694 0.431 -0.142 0.160 0.117
H -4.1926 -1.6642 -1.3156 -0.085 -0.003 -0.246 0.108
H -2.4090 -3.3705 -1.2940 0.138 0.303 0.322 0.116
H -0.7316 -3.4071 0.5349 -0.449 0.413 -0.025 0.110
C 4.0406 2.5065 4.0687 -0.167 0.156 0.189 -0.036
C 3.7655 1.1678 3.4706 0.224 -0.069 -0.390 -0.255
C 3.1572 1.0965 2.2101 0.175 -0.056 -0.432 -0.027
C 2.8698 -0.1229 1.6356 -0.326 -0.370 0.386 -0.003
C 3.1730 -1.3436 2.3083 0.156 0.982 0.436 -0.203
C 2.5345 -2.5403 1.8327 1.232 0.409 -1.290 -0.019
C 3.0646 -3.8833 2.0572 -0.658 -1.339 0.826 -0.200
C 2.9859 -4.8519 1.0100 -0.540 0.475 0.362 -0.014
C 3.1838 -6.2067 1.2527 0.384 0.371 -0.029 -0.059
C 3.5499 -6.6480 2.5281 0.199 0.717 -0.289 -0.048
C 3.7086 -5.7171 3.5603 0.119 0.323 -0.461 -0.047
C 3.4566 -4.3489 3.3448 -0.337 -0.647 -0.291 -0.013
C 3.9874 -1.2453 3.4761 -0.301 0.211 0.333 0.011
C 4.1825 -0.0131 4.0933 0.245 0.199 -0.397 -0.013
H 4.4000 2.4119 5.0942 -0.141 0.111 -0.039 0.084
H 4.7873 3.0839 3.5095 -0.143 -0.252 -0.043 0.101
H 3.1053 3.0728 4.0382 0.190 0.168 0.223 0.093
H 2.9428 2.0108 1.6492 0.016 -0.256 0.300 0.129
H 2.3807 -0.1584 0.6581 -0.003 -0.045 0.372 0.129
H 1.9938 -2.4171 0.8919 0.548 -0.007 0.053 0.124
H 2.7118 -4.5141 0.0048 0.063 -0.138 0.356 0.123
H 3.1071 -6.9193 0.4338 -0.027 0.178 0.172 0.115
H 3.7767 -7.6986 2.6586 -0.140 0.056 0.260 0.114
H 4.0640 -6.0654 4.5252 -0.212 0.159 -0.029 0.112
H 3.4749 -3.6875 4.2133 -0.056 -0.252 -0.413 0.104
H 4.4827 -2.0926 3.9475 -0.450 0.075 -0.274 0.105
H 4.7281 0.1029 5.0382 -0.151 -0.405 -0.451 0.127
```
Positions in Å, forces in eV/Å.

## Properties
* charge: +1
* multiplicity: 1
* HOMO energy: -11.43 eV
* F_max: 0.03559 Eh/bohr
* ΔE to the lowest compared entry with this formula, charge and spin: 32.5 kcal per mole
* frontier orbital gap: 0.2266 hartree

DFT (ωB97M-V with the def2-TZVPD basis set) results for the molecule C23H23ClN2O4S.

Geometry as XYZ:
```
54
Properties=species:S:1:pos:R:3:forces:R:3:lowdin_charge:R:1
C 1.2574 5.3697 5.9084 -0.035 -0.285 -0.359 -0.065
C 1.5618 4.4481 4.7378 0.295 0.176 0.207 -0.265
O 0.3271 4.0064 4.2080 -0.214 -0.052 -0.057 -0.049
C 0.3278 3.1715 3.1376 -0.025 -0.143 -0.174 -0.267
C -0.9284 2.7785 2.6674 0.090 0.060 0.082 0.018
C -1.0439 1.9480 1.5766 0.188 0.198 0.116 -0.015
C 0.0952 1.4706 0.9312 0.068 0.505 0.596 -0.285
N -0.0836 0.6230 -0.1846 -0.397 -0.781 0.003 -0.164
C 0.9574 0.6029 -1.1881 0.418 -0.212 -0.361 -0.107
C 0.4796 0.0773 -2.5443 0.132 0.439 0.128 -0.499
O 1.2161 -0.5875 -3.2442 0.203 -0.203 -0.147 0.069
N -0.7340 0.5186 -2.9193 -0.256 0.350 -0.164 0.079
C -1.3712 -0.0048 -4.1183 0.134 -0.089 -0.006 -0.114
C -2.0188 -1.3377 -3.8453 -0.038 0.044 -0.180 -0.224
C -1.2713 -2.5031 -3.9557 -0.072 0.028 -0.068 -0.048
C -1.8216 -3.7279 -3.6253 -0.058 -0.045 0.040 -0.106
C -3.1322 -3.7819 -3.1816 0.089 0.198 -0.031 -0.674
Cl -3.8222 -5.3077 -2.7553 -0.119 -0.246 0.064 0.668
C -3.8960 -2.6326 -3.0736 -0.027 -0.064 0.036 -0.100
C -3.3320 -1.4149 -3.4045 0.123 -0.080 -0.157 -0.046
S -0.7689 -0.8961 0.1530 -0.177 -0.271 0.134 0.714
O -1.6203 -1.2293 -0.9512 0.404 -0.162 0.029 -0.255
O -1.3603 -0.8269 1.4534 0.314 0.062 0.145 -0.256
C 0.6238 -2.0158 0.1830 -0.553 0.368 -0.060 -0.273
C 1.4847 -1.9607 1.2625 0.099 0.054 0.194 -0.056
C 2.5865 -2.7998 1.2826 -0.044 0.105 0.032 -0.064
C 2.8077 -3.6730 0.2278 -0.003 -0.036 -0.046 -0.068
C 1.9313 -3.7191 -0.8452 -0.011 0.018 0.036 -0.049
C 0.8273 -2.8823 -0.8719 -0.077 -0.014 -0.120 -0.043
C 1.3440 1.8476 1.4034 -0.235 -0.197 -0.248 -0.019
C 1.4637 2.6981 2.4912 0.064 0.248 0.318 -0.012
H 0.6685 6.2173 5.5691 -0.034 0.108 0.001 0.078
H 2.1836 5.7301 6.3468 0.083 0.047 0.058 0.076
H 0.6887 4.8337 6.6630 -0.031 -0.025 0.109 0.078
H 2.1566 3.5884 5.0766 -0.053 0.071 -0.110 0.126
H 2.1311 4.9882 3.9682 -0.051 -0.126 0.048 0.125
H -1.8030 3.1485 3.1778 -0.122 0.047 0.054 0.122
H -2.0133 1.6447 1.2179 -0.126 0.033 -0.021 0.118
H 1.8257 -0.0047 -0.8968 -0.116 0.121 -0.106 0.126
H 1.2966 1.6333 -1.3430 -0.078 -0.137 0.047 0.148
H -1.3477 0.8300 -2.1803 0.123 -0.011 -0.014 0.131
H -2.1059 0.7290 -4.4561 0.078 -0.068 -0.042 0.125
H -0.5843 -0.1135 -4.8686 -0.186 0.082 0.005 0.127
H -0.2452 -2.4445 -4.2875 0.099 0.016 -0.045 0.114
H -1.2401 -4.6338 -3.7041 0.016 -0.093 -0.015 0.106
H -4.9144 -2.6910 -2.7229 -0.084 -0.040 0.027 0.106
H -3.9215 -0.5151 -3.3094 -0.080 0.124 0.015 0.117
H 1.2740 -1.2735 2.0677 0.049 0.038 0.163 0.117
H 3.2707 -2.7723 2.1172 0.040 0.002 0.073 0.107
H 3.6694 -4.3236 0.2448 0.067 -0.057 -0.001 0.106
H 2.1084 -4.4015 -1.6618 0.008 -0.061 -0.079 0.110
H 0.1217 -2.8866 -1.6873 -0.023 -0.050 -0.134 0.094
H 2.2424 1.4834 0.9283 0.084 -0.048 -0.063 0.113
H 2.4516 2.9740 2.8250 0.056 0.054 0.049 0.104
```
Positions in Å, forces in eV/Å.

## Properties
* multiplicity: 1
* HOMO energy: -8.44 eV
* F_max: 0.01704 Eh/bohr
* ΔE to the lowest compared entry with this formula, charge and spin: 9.6 kcal per mole
* frontier orbital gap: 0.3311 hartree

DFT (ωB97M-V with the def2-TZVPD basis set) results for a cluster of 5 separate species, C23H23ClNO6 in total in a non-equilibrium geometry.

Geometry as XYZ:
```
54
Properties=species:S:1:pos:R:3:forces:R:3:lowdin_charge:R:1
Cl 0.0916 -0.4502 -1.2249 0.185 -0.114 0.195 -0.138
N -1.8054 1.8160 -5.0805 0.567 0.451 0.020 0.091
C -1.6273 2.5741 -6.1572 1.912 1.048 2.619 -0.171
C -0.5489 3.4776 -6.3148 1.230 0.440 -1.944 -0.107
C 0.4190 3.4674 -5.3453 2.992 -0.727 1.074 -0.099
C 0.2495 2.6144 -4.2125 3.107 1.983 0.076 -0.086
C -0.8240 1.8740 -4.1118 -2.818 1.853 -6.556 -0.150
H -2.4017 2.7462 -6.7956 -2.278 -0.530 -1.953 0.060
H -0.3418 4.0616 -7.3222 -0.825 -1.183 2.267 0.131
H 1.4984 3.8878 -5.4313 -2.303 -0.081 -0.157 0.127
H 0.9427 2.4423 -3.3425 -0.243 0.874 -1.279 0.127
H -0.9698 1.4015 -3.3062 -1.363 -4.210 5.876 -0.003
C -1.5756 0.9996 2.8583 -0.414 0.830 4.223 0.012
C -1.9806 1.6503 4.2046 2.532 -1.384 -3.479 0.008
C -3.2459 1.5926 4.6677 0.124 -1.295 -4.524 -0.417
C -4.2154 0.8635 3.7894 -0.965 -0.217 2.104 -0.002
C -3.8021 0.1483 2.6445 0.880 1.765 1.438 -0.022
C -2.4430 0.2442 2.1349 -1.693 0.931 -1.120 -0.315
O -2.2717 -0.1719 0.8139 0.796 0.265 1.591 -0.035
O -3.6220 2.1764 5.7655 -3.209 -2.276 2.631 0.070
H -0.5080 0.9843 2.7782 0.341 0.230 -0.879 0.076
H -1.1081 2.1704 4.6686 -1.165 -0.394 -0.039 0.095
H -5.3485 0.8571 4.2923 3.037 -0.230 -1.852 0.153
H -4.4713 -0.3982 2.0331 -0.817 -0.388 -0.316 0.089
H -1.3660 0.0717 0.4547 -0.963 -0.613 0.270 -0.022
H -3.4274 3.0157 6.0671 1.309 2.533 -0.097 0.077
C 2.4312 1.6929 3.8710 -0.159 -3.341 -6.634 0.016
C 2.1354 1.5206 2.3381 -1.384 2.980 2.333 0.061
C 1.3391 2.4830 1.6621 2.071 -2.161 2.624 -0.326
C 0.8393 3.5201 2.4730 1.806 -2.683 1.634 -0.012
C 0.9893 3.5634 3.8419 1.238 -0.936 -0.740 -0.016
C 1.8135 2.6192 4.5522 -1.567 3.976 0.490 -0.358
O 2.0266 2.9153 5.9056 0.766 1.201 -1.643 0.034
O 1.0662 2.4097 0.3546 0.500 13.288 6.014 0.130
H 3.0210 0.8806 4.1869 0.770 -0.479 1.078 0.088
H 2.3307 0.7106 1.6867 1.079 -1.268 0.215 0.089
H 0.2043 4.0996 1.9904 -2.841 3.260 -1.831 0.071
H 0.5579 4.3660 4.3824 -0.429 0.548 0.526 0.102
H 1.6418 2.2154 6.3593 -0.926 -1.934 1.695 0.057
H 1.0017 1.6994 -0.0313 -0.882 -12.547 -5.973 -0.133
C 3.0519 -5.6587 -2.1537 -7.511 3.911 -2.234 0.007
C 2.3283 -4.3220 -2.3560 -2.632 -7.605 0.908 0.076
C 0.8775 -4.4320 -2.4256 2.649 0.068 0.708 -0.375
C 0.2398 -5.7169 -2.3282 1.348 -1.031 -0.057 -0.035
C 0.9931 -6.9511 -2.2569 -2.837 -0.100 0.176 -0.023
C 2.4155 -6.8558 -2.2854 -1.998 -0.273 0.361 -0.390
O 3.0881 -8.0284 -2.2844 -4.528 -1.061 4.758 0.063
O 0.1288 -3.3367 -2.5850 -1.155 2.762 2.072 -0.110
H 3.9890 -5.6150 -1.9626 6.348 0.125 0.941 0.029
H 2.9158 -3.5010 -2.3995 1.219 2.785 -0.009 0.053
H -0.8620 -5.7053 -2.3521 0.698 -0.129 0.123 0.104
H 0.2916 -8.0750 -2.0849 2.745 3.683 -0.804 0.187
H 3.7545 -8.1281 -2.8307 5.007 -0.047 -4.263 0.015
H 0.0931 -2.4863 -1.7957 0.652 -2.553 -2.654 0.049
```
Positions in Å, forces in eV/Å.

## Properties
* charge: -1
* multiplicity: 1
* HOMO energy: -5.46 eV
* F_max: 0.28380 Eh/bohr
* ΔE to the lowest compared entry with this formula, charge and spin: 75.8 kcal per mole
* frontier orbital gap: 0.2841 hartree

Q: Look up the frontier orbital gap of the second one.
A: 0.3311 hartree